6 unconnected molecules or ions with the total composition C37H32BNO10P, computed with ωB97M-V/def2-TZVPD.

DFT total energy   -2602.06102 Ha
Total charge   -1
HOMO   -3.144 eV
Lowest unoccupied orbital energy   -0.85 eV

XYZ file:
```
82
Properties=species:S:1:pos:R:3:mulliken_charge:R:1
C 5.377 -2.502 -0.249 -0.99
P 4.818 -1.437 -1.734 0.11
C 4.290 0.327 -1.227 -0.75
B 3.517 -2.329 -2.817 0.15
C 1.958 -2.228 -2.226 0.40
C 1.757 -2.451 -0.594 -0.30
C 0.136 -2.369 -0.184 -0.17
C -0.887 -2.094 -1.421 -0.20
N -0.640 -1.860 -2.872 -0.55
C 0.784 -1.920 -3.309 -0.29
H 5.026 -3.636 -0.323 0.25
H 6.553 -2.532 -0.099 0.26
H 4.935 -1.979 0.724 0.18
H 3.769 0.835 -2.166 0.18
H 5.265 0.934 -0.901 0.19
H 3.536 0.203 -0.312 0.30
H 3.523 -1.816 -3.898 -0.34
H 3.822 -3.476 -2.929 -0.16
H 2.618 -2.650 0.172 0.14
H -0.233 -2.537 0.931 0.21
H -2.040 -2.080 -1.101 0.22
H 1.064 -1.783 -4.437 0.24
C -2.435 -0.910 3.739 -0.43
C -3.678 -0.617 4.131 -0.12
C -4.775 -1.595 3.993 0.45
O -5.914 -1.327 4.350 -0.67
C -4.445 -2.909 3.407 -0.39
C -3.201 -3.202 3.014 -0.41
C -2.104 -2.224 3.152 0.37
O -0.965 -2.492 2.795 -0.65
H -1.619 -0.204 3.832 0.46
H -3.936 0.342 4.564 0.48
H -5.261 -3.615 3.313 0.44
H -2.943 -4.161 2.581 0.45
C 9.137 1.340 -1.843 -0.46
C 7.841 1.418 -2.162 -0.12
C 7.194 2.718 -2.425 0.22
O 6.008 2.790 -2.715 -0.50
C 8.034 3.928 -2.325 -0.38
C 9.330 3.850 -2.006 -0.38
C 9.977 2.550 -1.743 0.41
O 11.163 2.477 -1.454 -0.58
H 9.627 0.394 -1.647 0.43
H 7.212 0.539 -2.240 0.57
H 7.544 4.874 -2.522 0.41
H 9.959 4.728 -1.928 0.39
C 3.878 -2.177 -9.095 -0.39
C 3.858 -1.473 -7.959 -0.48
C 2.863 -1.749 -6.904 0.67
O 2.843 -1.103 -5.865 -0.52
C 1.893 -2.834 -7.152 -0.14
C 1.913 -3.538 -8.287 -0.51
C 2.908 -3.262 -9.342 0.31
O 2.928 -3.907 -10.381 -0.59
H 4.601 -1.987 -9.879 0.39
H 4.564 -0.674 -7.762 0.42
H 1.170 -3.024 -6.367 0.41
H 1.208 -4.336 -8.484 0.41
C -3.622 3.988 6.329 -0.35
C -3.642 4.693 7.465 -0.37
C -4.637 4.417 8.520 0.32
O -4.657 5.062 9.559 -0.56
C -5.607 3.332 8.272 -0.46
C -5.587 2.628 7.137 -0.16
C -4.592 2.904 6.082 0.42
O -4.572 2.258 5.043 -0.61
H -2.899 4.178 5.545 0.43
H -2.936 5.491 7.662 0.40
H -6.330 3.142 9.057 0.40
H -6.292 1.829 6.940 0.45
C -7.530 1.520 3.091 -0.13
C -7.642 0.312 2.529 -0.37
C -8.450 0.105 1.312 0.24
O -8.555 -1.000 0.798 -0.56
C -9.129 1.284 0.738 -0.41
C -9.017 2.492 1.300 -0.41
C -8.209 2.699 2.517 0.27
O -8.104 3.804 3.031 -0.57
H -6.941 1.689 3.984 0.46
H -7.149 -0.562 2.937 0.69
H -9.718 1.116 -0.155 0.41
H -9.510 3.367 0.891 0.40
```